[1]
Here is a cluster of 2 separate species, C9H10BrClS in total in a non-equilibrium geometry from the OMol25 dataset. Energies are from wB97M-V/def2-TZVPD.

Element x y z (Å)
C: 2.9207 1.0270 -2.0895
C: 1.9130 1.0107 -2.9921
C: 2.4685 0.7441 -0.7878
C: 1.1548 0.7085 -0.7872
C: -1.3423 -1.7887 1.6806
C: -0.9595 -1.6100 0.3005
C: -1.2847 -0.3939 1.2058
C: -2.5116 0.3835 0.7759
C: -0.0217 0.3909 1.4169
S: 0.3939 0.5565 -2.2636
Cl: -0.0683 2.0806 1.9197
Br: 3.6066 0.4812 0.6721
H: 3.9662 1.3348 -2.3547
H: 1.9525 1.2653 -4.0568
H: -2.3463 -2.1148 1.8834
H: -0.6424 -2.1995 2.5065
H: 0.1341 -1.7985 -0.0608
H: -1.7118 -1.8324 -0.4317
H: -3.4042 -0.2983 0.7075
H: -2.2164 0.7497 -0.2241
H: -2.9410 1.2265 1.3846
H: 0.9398 0.0769 1.5946

Values from the calculation:
highest occupied orbital energy (spin up / spin down) = -0.2499 / -0.3290 Eh
HOMO-LUMO gap (spin up / spin down) = 7.414 / 7.281 eV
multiplicity = 3

---

[2]
Here is a cluster of 2 separate species, C9H10BrF2NS in total in a non-equilibrium geometry from the OMol25 dataset. Energies are from wB97M-V/def2-TZVPD.

Element x y z (Å)
F: -2.6072 3.4522 -0.0003
C: -1.9734 2.3497 -0.4519
F: -2.9168 1.7216 -1.2451
C: -0.9015 2.7475 -1.3817
C: 0.3635 3.0293 -1.1693
Br: 1.3728 2.7129 0.3628
C: -1.7382 1.4084 0.7802
C: -2.5833 1.5448 1.8628
C: -2.3760 0.7329 2.9868
C: -1.3455 -0.1659 3.0341
C: -0.4841 -0.3137 1.9308
C: -0.7198 0.4033 0.7475
H: -1.3307 2.8546 -2.3465
H: 0.9272 3.4573 -1.9894
H: -3.3757 2.3352 1.9289
H: -3.0550 0.8811 3.8161
H: -1.1931 -0.7453 3.9996
H: 0.3956 -1.0317 1.9688
H: -0.0103 0.3656 -0.1005
N: 3.2961 -0.8857 -3.3108
S: 2.0212 -0.5174 -2.2103
H: 3.6659 -0.0371 -3.4958
H: 3.0045 -1.2359 -4.2446
H: 2.3231 -1.6730 -1.3143

Values from the calculation:
SMILES string = FC(F)(/C=C\Br)c1ccccc1.NS
highest occupied orbital energy = -0.3409 Eh
HOMO-LUMO gap = 9.628 eV